The following is a DFT calculation (ωB97M-V with the def2-TZVPD basis set) of a structure of composition C2H8NO2P in a non-equilibrium geometry.

```
14
Properties=species:S:1:pos:R:3:forces:R:3
H 0.5316 -2.0076 -0.9964 -0.09 0.30 2.56
C -0.0152 -0.0100 0.5151 2.06 -3.99 1.57
H 0.2466 0.6703 -2.0623 -0.21 -0.49 0.68
N -1.3948 0.1192 0.5599 -1.69 -1.11 -2.34
H -0.2339 -2.3551 0.7513 -0.24 0.34 -0.94
H 1.4459 -2.1922 0.6974 -0.45 1.21 -1.06
H -1.7743 -0.4320 -0.2446 -0.34 0.83 1.37
O 1.9681 1.4969 -0.6409 1.28 0.43 0.21
O -0.5165 2.3738 -0.6679 1.77 -1.43 0.00
H -1.8618 -0.0387 1.4210 -0.24 -0.47 0.50
H 0.1235 3.0054 -0.3261 -0.21 1.08 0.15
P 0.5739 1.1019 -0.7426 -1.45 1.20 -0.99
C 0.5252 -1.8000 0.1667 -0.39 1.44 -0.24
H 0.3816 0.0681 1.5693 0.20 0.65 -1.48
```
Positions in Å, forces in eV/Å.

The gap between HOMO and LUMO comes out at 10.07 eV. The value obtained for the relative energy (zero: lowest compared OMol25 entry of this formula, charge and spin) is 55.3 kcal/mol. The lowest unoccupied orbital energy comes out at 0.0313 Ha. The value obtained for the maximum force is 4.8 eV/A.